Formula: C35H27N5O5SV
Source: the Open Molecules 2025 dataset
Level of theory: wB97M-V/def2-TZVPD

## Properties
molecular weight: 680.64 g/mol
relative energy (zero: lowest compared OMol25 entry of this formula, charge and spin): 10.3 kcal per mole
<S²>: 0.87
energy: -90945.24767 eV
highest occupied orbital energy (alpha / beta): -1.466 / -1.407 eV
net charge: -2
orbital gap (alpha / beta): 5.913 / 5.855 eV
multiplicity: 2

Positions of all 74 atoms, in Å:
V 0.42896 -0.91987 -0.12242
O 0.26264 -2.93441 -0.20708
C 0.99030 -3.77905 -0.84572
C 0.42672 -4.98992 -1.32964
C 1.17751 -5.90887 -2.02287
C 2.54179 -5.70007 -2.26007
C 3.12179 -4.54869 -1.77275
C 2.37990 -3.58312 -1.08420
C 3.07186 -2.45838 -0.49597
N 2.53478 -1.41175 -0.00849
C 3.39531 -0.50087 0.72980
C 3.28149 0.92327 0.23495
N 2.00928 1.53380 0.56128
C -0.32945 1.05839 0.29006
C -0.66003 1.12480 1.72411
C -1.58380 2.00225 2.27438
C -1.85193 1.99747 3.63902
C -1.17209 1.10301 4.46000
C -0.27756 0.18651 3.92900
C -0.04893 0.13384 2.54239
O 0.63922 -0.83122 1.97926
H -0.62936 -5.14765 -1.14747
H 0.70244 -6.81152 -2.39249
H 3.12690 -6.42857 -2.80713
H 4.18333 -4.37138 -1.92023
H 4.16097 -2.56817 -0.42707
H 3.08116 -0.54201 1.77374
H 4.44239 -0.82357 0.65126
H 4.05482 1.53152 0.69220
H 3.39725 0.95185 -0.85612
H -1.04933 1.43383 -0.43720
H -2.07565 2.71584 1.62156
H -2.56876 2.69337 4.05924
H -1.35969 1.10530 5.52946
H 0.21606 -0.54535 4.55947
C -4.41749 -1.48976 2.72640
C -4.77925 -0.81872 1.56523
C -3.88351 -0.70280 0.51592
C -2.61278 -1.26205 0.62995
C -2.24202 -1.92972 1.79168
C -3.15025 -2.04346 2.83340
N -1.65241 -1.12481 -0.40827
N -2.14303 -1.08520 -1.56402
C -1.17338 -0.92074 -2.56028
C -1.62072 -0.78276 -3.87793
C -0.68668 -0.60242 -4.87770
C 0.66866 -0.54240 -4.54758
C 1.08416 -0.65965 -3.23054
C 0.17784 -0.85583 -2.18568
H -5.11585 -1.56309 3.55181
H -5.76020 -0.36510 1.48491
H -4.13854 -0.16825 -0.38816
H -1.24436 -2.33892 1.87235
H -2.85232 -2.54992 3.74329
H -2.68415 -0.80698 -4.08661
H -1.00101 -0.47819 -5.90724
H 1.39983 -0.37046 -5.33025
H 2.14292 -0.56077 -3.00764
O 2.99829 3.28849 1.58306
C 2.03608 2.84989 0.96109
N 0.95599 0.97103 -0.16639
S 1.25501 3.34430 -2.21407
O 0.05234 3.21399 -3.08547
O 2.09102 4.53132 -2.58719
C 0.46588 4.03741 -0.66548
C -0.53819 4.97706 -0.87089
C -1.09717 5.66303 0.19173
C -0.65090 5.42296 1.48741
C 0.33841 4.48374 1.70775
C 0.89015 3.76995 0.64263
H -0.85808 5.14865 -1.89298
H -1.88323 6.39171 0.01691
H -1.08411 5.96095 2.32388
H 0.69276 4.27692 2.71072

***

Formula: C4H13N2S
Source: the Open Molecules 2025 dataset
Level of theory: wB97M-V/def2-TZVPD

## Properties
molecular weight: 121.23 g/mol
relative energy (zero: lowest compared OMol25 entry of this formula, charge and spin): 50.2 kcal per mole
energy: -18166.31462 eV
highest occupied orbital energy: -13.382 eV
net charge: +1
orbital gap: 10.424 eV

Positions of all 20 atoms, in Å:
C 2.19377 -0.46944 0.93140
N 0.76194 -0.51030 0.88889
C 0.17261 0.69090 0.31829
S -0.43709 1.99006 1.54849
N -0.98916 0.34520 -0.63154
C -0.42715 -0.35572 -1.78424
C -2.10188 -0.47773 -0.08917
H 2.43377 -1.54695 1.01057
H 2.70281 -0.01919 -0.03275
H 2.70498 0.03442 1.84782
H 0.43646 -0.68529 1.85449
H 0.91428 1.01684 -0.42356
H 0.73730 2.53710 1.93541
H -1.34444 1.14289 -1.05824
H 0.06118 -1.21242 -1.43484
H -1.22714 -0.69767 -2.57576
H 0.34487 0.33745 -2.34737
H -1.58963 -1.38158 0.35919
H -2.65093 0.14002 0.64795
H -2.69653 -0.87858 -0.96502